Run w
{"formula": "C21H27N3O3", "method": "ωB97M-V with the def2-TZVPD basis set", "species": ["C", "C", "C", "O", "N", "C", "C", "C", "N", "C", "C", "O", "C", "C", "N", "C", "C", "C", "C", "C", "O", "C", "C", "C", "C", "C", "C", "H", "H", "H", "H", "H", "H", "H", "H", "H", "H", "H", "H", "H", "H", "H", "H", "H", "H", "H", "H", "H", "H", "H", "H", "H", "H", "H"], "positions_angstrom": [[-1.76735, 3.07142, 2.36518], [-1.54449, 1.75305, 1.63333], [-1.46393, 2.01442, 0.10678], [-0.84893, 2.96043, -0.33837], [-2.13878, 1.11742, -0.62311], [-2.11239, 1.11128, -2.06682], [-1.57793, -0.20883, -2.62405], [-0.18504, -0.53505, -2.07252], [0.67398, 0.62851, -2.07938], [1.17641, 0.99438, -3.38933], [1.86357, 2.35719, -3.27930], [2.91714, 2.32795, -2.34564], [2.43125, 1.93919, -1.08107], [1.77938, 0.55850, -1.14698], [-0.31383, 1.10539, 2.03670], [0.79474, 1.73526, 2.45598], [1.76804, 0.80236, 2.75790], [1.22667, -0.44895, 2.49297], [-0.07362, -0.25423, 2.01750], [-1.01664, -1.26014, 1.60145], [-2.17922, -1.03349, 1.26510], [-0.51241, -2.66404, 1.59526], [-1.27464, -3.64724, 2.21771], [-0.85861, -4.96559, 2.20509], [0.30793, -5.31744, 1.54666], [1.05380, -4.34772, 0.89701], [0.65040, -3.02480, 0.92130], [-2.79752, 3.38711, 2.22103], [-1.11945, 3.84270, 1.95541], [-1.58000, 2.95993, 3.43083], [-2.36434, 1.06309, 1.84746], [-2.52730, 0.30374, -0.15987], [-1.46434, 1.93580, -2.36840], [-3.12470, 1.28602, -2.44932], [-1.55417, -0.13836, -3.71207], [-2.25251, -1.02470, -2.35618], [-0.29284, -0.85434, -1.03287], [0.24533, -1.38163, -2.63795], [0.34724, 1.06539, -4.09393], [1.89973, 0.24703, -3.76674], [2.30536, 2.64878, -4.23398], [1.11756, 3.10386, -2.97036], [3.28874, 1.93461, -0.40610], [1.67975, 2.66029, -0.72967], [1.40443, 0.29012, -0.15829], [2.53365, -0.18939, -1.45758], [0.84810, 2.80252, 2.52036], [2.75062, 1.01382, 3.12939], [1.70583, -1.39611, 2.64053], [-2.18876, -3.36295, 2.71755], [-1.44823, -5.72050, 2.70373], [0.63140, -6.34771, 1.53162], [1.95449, -4.62266, 0.36806], [1.22645, -2.27568, 0.39795]], "mulliken_charge": [-1.83, 0.20, 0.36, -0.67, -0.07, -0.84, -1.05, -0.17, 0.85, -0.66, -0.63, -0.43, -0.76, 0.46, 0.40, -0.17, -1.41, -0.23, -0.34, 0.97, -0.87, 0.29, -0.62, -0.68, -0.42, -1.01, 0.21, 0.43, 0.38, 0.42, 0.50, 0.33, 0.38, 0.36, 0.39, 0.49, -0.44, 0.50, 0.33, 0.29, 0.35, 0.29, 0.36, 0.34, -0.73, 0.34, 0.46, 0.49, 0.69, 0.45, 0.39, 0.39, 0.43, 0.50], "homo_ha": -0.3089, "e_lumo_ev": 0.07, "smiles": "C[C@@H](C(=O)NCCCN1CCOCC1)n1cccc1C(=O)c1ccccc1"}

---

Run x
{"formula": "C21H27N3O3", "method": "ωB97M-V with the def2-TZVPD basis set", "species": ["C", "C", "C", "C", "N", "C", "C", "C", "C", "C", "C", "C", "C", "C", "C", "O", "N", "C", "C", "C", "C", "C", "O", "C", "C", "O", "N", "H", "H", "H", "H", "H", "H", "H", "H", "H", "H", "H", "H", "H", "H", "H", "H", "H", "H", "H", "H", "H", "H", "H", "H", "H", "H", "H"], "positions_angstrom": [[2.65401, 2.50889, 0.25101], [1.82545, 1.53376, 1.10157], [1.43024, 2.17739, 2.43921], [2.64480, 0.31199, 1.36966], [3.98434, 0.31788, 1.66909], [4.39010, -0.96883, 1.89208], [5.64070, -1.47185, 2.22376], [5.75729, -2.83584, 2.38706], [4.65869, -3.68460, 2.22548], [3.41501, -3.19427, 1.89730], [3.26762, -1.81864, 1.72549], [2.17514, -0.96586, 1.39848], [0.74898, -1.23436, 1.10411], [0.25066, -0.22999, 0.05514], [-1.26535, -0.46413, -0.07750], [-1.78982, -1.48507, 0.31964], [-1.93819, 0.52841, -0.67933], [-3.36312, 0.42947, -0.91225], [-3.68708, 0.15471, -2.38112], [-5.19166, 0.02843, -2.59863], [-5.53739, -0.26881, -4.05606], [-7.05062, -0.28126, -4.28242], [-7.65561, 0.96007, -4.01128], [-1.22315, 1.68246, -1.14632], [-0.17765, 2.14631, -0.13495], [-0.06426, 3.32924, 0.12410], [0.58635, 1.15767, 0.37039], [2.07347, 3.39353, 0.01185], [3.53383, 2.82629, 0.80383], [2.97022, 2.02684, -0.67232], [0.82693, 1.48375, 3.02002], [0.85868, 3.08242, 2.25676], [2.32107, 2.42681, 3.01007], [4.57399, 1.12952, 1.72572], [6.49026, -0.81649, 2.34952], [6.71609, -3.26024, 2.64560], [4.79586, -4.74700, 2.36367], [2.56909, -3.85401, 1.77656], [0.59319, -2.24188, 0.72000], [0.13929, -1.13414, 2.00733], [0.70284, -0.48956, -0.91835], [-3.72406, -0.39466, -0.29312], [-3.84078, 1.35854, -0.58604], [-3.19385, -0.77180, -2.68263], [-3.29361, 0.96416, -3.00119], [-5.68629, 0.95492, -2.29965], [-5.58223, -0.77262, -1.96869], [-5.08610, 0.49077, -4.70194], [-5.13104, -1.23894, -4.34627], [-7.52669, -0.98953, -3.60085], [-7.26615, -0.59417, -5.31503], [-7.24797, 1.63036, -4.57147], [-1.91926, 2.50650, -1.31174], [-0.70107, 1.47202, -2.09287]], "mulliken_charge": [-1.96, 1.26, -1.76, -0.49, 0.08, -0.27, -0.90, -0.49, -0.67, -0.51, 0.34, 0.86, -0.84, 0.36, 0.32, -0.70, 0.30, -1.39, -0.14, -0.56, -0.58, -0.66, -0.51, -0.86, 0.73, -0.65, 0.23, 0.53, 0.44, 0.37, 0.39, 0.43, 0.41, 0.20, 0.40, 0.39, 0.40, 0.49, 0.44, 0.34, 0.00, 0.45, 0.30, 0.26, 0.33, 0.30, 0.31, 0.32, 0.36, 0.34, 0.33, 0.32, 0.39, 0.24], "homo_ha": -0.2896, "e_lumo_ev": 0.64, "smiles": "CC1(C)c2[nH]c3ccccc3c2C[C@H]2C(=O)N(CCCCCO)CC(=O)N21"}

---

Most stable structure - run x; separation to the second - 24.9 kcal/mol.

---

Run w
{"formula": "C13H44O13", "method": "ωB97M-V with the def2-TZVPD basis set", "species": ["O", "C", "C", "O", "H", "H", "H", "H", "H", "H", "O", "C", "C", "O", "H", "H", "H", "H", "H", "H", "O", "C", "C", "O", "H", "H", "H", "H", "H", "H", "O", "C", "C", "O", "H", "H", "H", "H", "H", "H", "C", "O", "H", "H", "H", "H", "C", "O", "H", "H", "H", "H", "C", "O", "H", "H", "H", "H", "C", "O", "H", "H", "H", "H", "C", "O", "H", "H", "H", "H"], "positions_angstrom": [[23.75923, 5.01977, 8.26039], [22.53539, 5.44715, 7.69171], [22.00002, 6.76723, 8.28545], [21.23882, 6.76720, 9.45414], [24.47103, 5.37033, 7.71997], [22.73320, 5.65562, 6.64028], [21.78055, 4.66190, 7.65033], [21.45450, 7.33592, 7.53239], [22.91424, 7.34754, 8.41017], [21.50818, 7.53386, 9.96530], [28.10368, -1.81304, 8.33323], [26.83888, -2.02877, 8.93080], [27.01657, -3.06601, 10.10422], [25.71183, -3.44258, 10.60425], [28.43307, -0.94061, 8.56120], [26.61547, -1.08908, 9.43595], [26.20932, -2.39721, 8.12085], [27.47866, -2.51550, 10.92368], [27.64058, -3.91952, 9.83919], [25.96432, -4.11432, 11.24192], [28.74179, 6.20106, 10.65444], [28.13679, 5.64906, 9.49710], [27.04670, 4.52868, 9.72926], [27.53630, 3.33953, 10.28383], [29.42670, 5.58678, 10.92857], [27.69339, 6.42984, 8.87913], [29.01994, 5.22630, 9.01813], [26.82555, 4.26005, 8.69628], [26.13089, 4.75829, 10.27394], [27.80438, 3.65555, 11.14978], [23.52543, -0.51486, 11.60708], [23.31575, -1.32513, 10.42617], [22.39588, -2.58372, 10.72205], [21.61454, -2.90064, 9.56497], [24.18774, 0.16561, 11.46599], [22.81817, -0.72074, 9.66774], [24.31586, -1.45750, 10.01342], [21.80406, -2.51079, 11.63448], [22.99791, -3.46285, 10.95179], [21.50418, -3.85347, 9.52577], [24.47774, 3.76811, 3.35669], [23.76693, 4.27212, 4.50447], [24.72650, 4.39378, 2.49951], [25.53486, 3.68657, 3.60954], [24.05654, 2.87535, 2.89445], [23.85010, 3.64248, 5.22436], [27.50324, 1.40820, 4.70692], [27.70425, 0.52954, 5.88414], [28.43267, 1.68026, 4.20668], [26.73456, 1.10462, 3.99625], [27.22157, 2.32626, 5.22261], [28.64878, 0.35794, 5.88949], [20.77518, 1.72289, 10.26952], [19.38948, 1.47754, 9.91288], [21.14344, 0.80800, 10.73369], [21.25589, 1.97730, 9.32491], [20.74046, 2.61103, 10.90047], [19.35154, 0.87600, 9.16568], [21.60703, 0.16651, 6.47342], [20.88399, -0.09210, 7.55836], [21.04723, -0.08257, 5.57193], [21.87855, 1.22118, 6.51887], [22.46691, -0.47986, 6.29767], [21.30460, -0.81100, 8.03572], [24.69565, 1.76773, 7.55124], [24.89954, 2.09754, 6.20417], [25.50250, 1.19165, 8.00426], [24.77125, 2.73900, 8.04014], [23.70871, 1.39615, 7.82689], [25.61754, 1.64169, 5.75890]], "mulliken_charge": [-0.42, -0.20, -0.71, -0.51, 0.28, 0.24, 0.30, 0.35, 0.31, 0.33, -0.58, -0.18, -0.47, -0.43, 0.31, 0.15, 0.28, 0.27, 0.39, 0.28, -0.54, -0.55, 0.07, -0.52, 0.32, 0.33, 0.31, -0.05, 0.34, 0.29, -0.61, 1.33, -0.46, -0.52, 0.31, -0.38, -0.55, 0.32, 0.24, 0.31, -0.66, -0.50, 0.35, 0.16, 0.30, 0.35, -0.80, -0.42, 0.37, 0.28, 0.27, 0.28, -0.15, -0.56, 0.17, -0.04, 0.30, 0.32, -0.60, -0.41, 0.35, 0.12, 0.29, 0.22, -0.07, -0.18, 0.17, 0.09, -0.05, 0.08], "homo_ha": -0.3462, "e_lumo_ev": 0.18, "smiles": "OCCO.OCCO.OCCO.OCCO.CO.CO.CO.CO.CO"}

---

Run x
{"formula": "C13H44O13", "method": "ωB97M-V with the def2-TZVPD basis set", "species": ["C", "O", "H", "H", "H", "H", "C", "O", "H", "H", "H", "H", "C", "O", "H", "H", "H", "H", "C", "O", "H", "H", "H", "H", "C", "O", "H", "H", "H", "H", "C", "C", "O", "O", "H", "H", "H", "H", "H", "H", "C", "C", "O", "O", "H", "H", "H", "H", "H", "H", "C", "C", "O", "O", "H", "H", "H", "H", "H", "H", "C", "C", "O", "O", "H", "H", "H", "H", "H", "H"], "positions_angstrom": [[16.80003, -20.86270, 4.79813], [16.51484, -19.75062, 3.98309], [17.68584, -21.43230, 4.51709], [16.99579, -20.61074, 5.84038], [16.10177, -21.69656, 4.72588], [17.25061, -19.41473, 3.46596], [15.47369, -16.79842, -0.28648], [14.45369, -16.65819, -1.29642], [15.40899, -17.74634, 0.24769], [16.51739, -16.67753, -0.57663], [15.44366, -16.11257, 0.56016], [13.76011, -17.27824, -1.05965], [16.18660, -15.38457, 4.73216], [17.51318, -15.84451, 4.64287], [15.94515, -15.15394, 5.76976], [16.05331, -14.48533, 4.13074], [15.46433, -16.01666, 4.21555], [17.63939, -16.29107, 5.48325], [16.35665, -17.32551, 2.38698], [17.48041, -16.46568, 2.44054], [16.14844, -17.63892, 3.40997], [15.45149, -16.96652, 1.89718], [16.57684, -18.21937, 1.80334], [17.40941, -16.23786, 3.37041], [19.33167, -19.15306, 3.72026], [18.38344, -18.87528, 2.81700], [20.33196, -19.21970, 3.29235], [19.29106, -18.49130, 4.58543], [19.24337, -20.14201, 4.17004], [18.48060, -18.30168, 2.05336], [17.60538, -18.97738, -1.35772], [18.40835, -18.96814, -0.05601], [18.44370, -20.26772, 0.52300], [16.15328, -18.77143, -1.07142], [17.86864, -19.88725, -1.89709], [17.85381, -18.06009, -1.89152], [18.00980, -18.20238, 0.60949], [19.37641, -18.49631, -0.22441], [19.22035, -20.23002, 1.08600], [15.78917, -19.13693, -1.88102], [14.50316, -21.20740, 1.69872], [15.78009, -20.40481, 1.28479], [16.64968, -21.15690, 0.40289], [13.82861, -21.77163, 0.58585], [13.68656, -20.62916, 2.13105], [14.89880, -22.01006, 2.32107], [16.43321, -20.17333, 2.12619], [15.63104, -19.51438, 0.67402], [17.41265, -20.62118, 0.17380], [13.18807, -22.38329, 0.95620], [18.42772, -14.23040, 1.19931], [19.38999, -15.05341, 0.31570], [19.31213, -14.59326, -1.03769], [17.21090, -14.95777, 1.27697], [18.23302, -13.18508, 0.95946], [18.87033, -14.24531, 2.19528], [19.22447, -16.11890, 0.47526], [20.41125, -14.96184, 0.68549], [19.48455, -13.65265, -1.12211], [17.26857, -15.72022, 1.85744], [13.43947, -18.21286, 3.41608], [11.79358, -18.35297, 3.11788], [10.93383, -17.97642, 4.15067], [14.01773, -16.95134, 3.48945], [14.07623, -18.75715, 2.71865], [13.58726, -18.59709, 4.42536], [11.59362, -19.39557, 2.87070], [11.59385, -17.82462, 2.18563], [10.24240, -17.39346, 3.82871], [13.89562, -16.63007, 2.59307]], "mulliken_charge": [-1.12, -0.31, 0.36, 0.35, 0.31, 0.01, 0.84, -0.62, -0.60, 0.00, 0.53, 0.37, -0.68, -0.44, 0.49, 0.22, 0.39, 0.35, -1.35, -0.42, 1.25, -1.32, 0.52, 0.73, -0.88, -0.23, 0.32, 0.24, 0.25, -0.01, -1.22, 1.46, -0.63, -0.30, 0.36, 0.53, -1.49, 0.67, 0.43, 0.22, -0.23, 1.83, -0.81, -0.57, -0.20, 0.43, 0.19, -1.13, 0.55, 0.33, -0.57, 0.26, -0.54, -0.71, 0.44, 0.16, -0.48, 0.36, 0.34, 1.16, 0.32, -0.63, -0.54, -0.60, -0.40, 0.37, 0.23, 0.38, 0.34, 0.15], "homo_ha": -0.3038, "e_lumo_ev": 0.10}

---

Most stable structure - run w; separation to the second - 212.6 kcal/mol.